Entry 1:
Density functional theory data (ωB97M-V/def2-TZVPD) for a cluster of 2 separate species, C16H34FN2O5S in total.

Each line ends with the Mulliken charge.
Cartesian coordinates (Å):
C -5.87671 0.24322 -1.47543  -1.30
C -4.49633 -0.15340 -2.00915  -0.20
C -4.24570 -1.67681 -2.00851  -0.96
C -2.90390 -2.11216 -1.38031  -0.12
C -3.08499 -2.90080 -0.08241  -0.97
C -1.78156 -3.10274 0.69555  -0.52
C -1.28433 -1.82721 1.38324  -0.64
C 0.21313 -1.84631 1.74668  -0.90
C 1.01068 -0.71442 1.10835  0.53
C 2.37658 -0.54427 1.77507  -1.43
N 3.32346 0.21528 0.91175  0.59
C 4.00776 1.38943 1.50643  -1.09
C 3.95587 2.58844 0.56788  -0.72
C 2.51010 3.01086 0.23872  0.24
C 2.17895 4.46555 0.59796  -0.66
C 0.70936 4.72772 1.00015  -0.71
N -0.30912 3.86780 0.40618  -0.62
S 4.31192 -0.77079 0.08579  1.10
O 5.27685 -0.00287 -0.61856  -0.63
O 3.52744 -1.81322 -0.46102  -0.53
F 5.14093 -1.46425 1.26103  -0.29
H -6.64566 -0.44164 -1.84410  0.34
H -5.90123 0.22160 -0.38262  0.29
H -6.15671 1.25247 -1.78892  0.37
H -4.39579 0.23395 -3.02674  0.32
H -3.72440 0.34294 -1.41485  0.24
H -5.06810 -2.16513 -1.47130  0.46
H -4.27791 -2.03808 -3.03908  0.33
H -2.27803 -1.23467 -1.20431  0.18
H -2.32640 -2.71444 -2.08084  0.24
H -3.48327 -3.88833 -0.34385  0.37
H -3.83101 -2.41053 0.56095  0.30
H -1.01534 -3.46627 0.00282  0.26
H -1.94675 -3.87108 1.46074  0.37
H -1.49851 -0.96884 0.73972  0.22
H -1.86586 -1.68177 2.30126  0.34
H 0.32385 -1.79126 2.83853  0.41
H 0.65184 -2.80297 1.44566  0.39
H 0.45427 0.22355 1.22408  0.06
H 1.13284 -0.91167 0.04227  0.02
H 2.79086 -1.51845 2.04749  0.40
H 2.26934 0.01134 2.70839  0.41
H 3.47214 1.62818 2.42714  0.44
H 5.03821 1.15247 1.78624  0.43
H 4.49726 3.41213 1.04483  0.51
H 4.49198 2.32862 -0.34496  0.33
H 2.35588 2.86539 -0.83326  0.35
H 1.80235 2.33077 0.72124  -0.36
H 2.81413 4.76171 1.44114  0.33
H 2.45818 5.12620 -0.22780  0.32
H 0.61189 4.67225 2.08735  0.31
H 0.46686 5.76313 0.73643  0.31
H -0.05387 3.52240 -0.50776  0.28
H -0.55717 3.08786 0.99472  0.26
C 0.65429 -2.72664 -2.90611  0.63
O 0.01400 -2.78532 -1.82069  -0.70
O 1.90947 -2.07430 -2.76846  -0.54
O 0.37438 -3.13756 -4.03071  -0.74
H 1.88160 -1.88705 -1.82405  0.35

Forces on atoms 1 to 2 (eV/Å):
0.0312 0.0422 -0.0521
-0.1694 -0.0268 -0.0140

The total charge is -1. For the strongest force on any atom, the calculation gives 0.0182 Eh/bohr. The calculation puts the LUMO energy at 2.41 eV.

---

Entry 2:
Density functional theory data (ωB97M-V/def2-TZVPD) for a cluster of 2 separate species, C16H34N3O5P2 in total at a distorted geometry.

Each line ends with the Mulliken charge.
Cartesian coordinates (Å):
C 3.97240 0.52536 2.93601  -1.37
C 3.77862 -0.71564 2.04179  -0.26
P 2.09833 -1.45546 1.90501  0.10
C 1.01530 -0.43217 2.94092  -1.04
N 1.47063 -1.08149 0.15199  0.67
C 0.16617 -1.84553 0.07118  -0.97
C -0.49986 -1.88584 -1.31631  -1.01
C -1.96825 -1.38158 -1.26337  -0.20
C -2.24245 -0.13628 -2.12606  -0.91
C -2.59746 1.11898 -1.33849  -0.25
O -3.56361 0.82637 -0.31262  -0.32
C -3.28201 1.33215 0.90945  0.86
C -3.41959 0.34313 2.02852  -1.08
O -2.97863 2.47808 1.07917  -0.56
C 1.10151 0.36401 -0.10876  -0.37
C 2.16837 1.43886 0.05810  0.22
C 3.35737 1.49711 -0.86056  -1.37
N 2.02857 2.37298 0.90707  -0.68
C 2.46200 -1.56142 -0.86009  -0.78
P 2.84797 -3.34539 -1.13586  0.75
O 4.25676 -3.33405 -1.52787  -0.71
O 1.85037 -3.93731 -2.22614  -0.53
O 2.52821 -4.19994 0.14711  -0.50
H 4.80383 1.11043 2.54325  0.35
H 4.26524 0.22842 3.94044  0.37
H 3.12214 1.19512 2.96037  0.35
H 4.21887 -0.53626 1.06470  0.22
H 4.34985 -1.54202 2.46735  0.70
H 1.12146 0.64226 2.82837  0.24
H -0.02401 -0.73262 2.82787  0.29
H 1.31868 -0.70041 3.95594  0.49
H -0.50437 -1.36576 0.78030  0.57
H 0.34300 -2.84825 0.45388  0.62
H -0.52000 -2.92187 -1.64371  0.49
H 0.02089 -1.27301 -2.04792  0.34
H -2.62407 -2.18046 -1.60425  0.45
H -2.26974 -1.17393 -0.23900  -0.14
H -3.06636 -0.34162 -2.80959  0.42
H -1.38560 0.12143 -2.75222  0.43
H -3.02910 1.84888 -2.02051  0.27
H -1.70082 1.57911 -0.91433  0.11
H -2.86213 0.71418 2.88455  0.33
H -4.46970 0.28376 2.31621  0.32
H -3.07060 -0.64728 1.74652  0.29
H 0.71749 0.43550 -1.12979  0.48
H 0.26842 0.61058 0.54733  0.36
H 3.05894 1.33825 -1.89780  0.36
H 4.14057 0.78885 -0.60286  0.31
H 3.78031 2.49573 -0.78206  0.44
H 1.16695 2.28629 1.44671  0.28
H 2.15417 -1.17234 -1.83187  0.62
H 3.43641 -1.13687 -0.66057  0.24
H 1.81676 -3.35907 -3.00098  0.37
H 1.80371 -4.83377 0.04891  0.37
C -6.10191 4.28676 -1.52598  -0.79
C -5.28039 3.48824 -2.42303  0.42
N -4.62417 2.86132 -3.12827  -0.48
H -6.15075 5.31211 -1.88666  0.30
H -7.10822 3.87508 -1.48326  0.28
H -5.66648 4.27835 -0.52826  0.25

Forces on atoms 1 to 2 (eV/Å):
0.4473 -0.0630 -0.2710
-0.1144 0.5301 0.3449

The total charge is +1. For the strongest force on any atom, the calculation gives 0.0313 Eh/bohr. The calculation puts the LUMO energy at -2.52 eV.

---

Entry 3:
Density functional theory data (ωB97M-V/def2-TZVPD) for a structure of composition C16H34P2Ti at a distorted geometry.

Each line ends with the Mulliken charge.
Cartesian coordinates (Å):
P -0.22251 -2.00508 -1.41813  1.46
P 0.24065 2.13766 -1.36077  1.57
C -0.42894 -0.52161 -2.60958  -1.39
C 0.52911 0.71776 -2.49610  -1.13
H -1.49294 -0.21447 -2.58960  0.33
H -0.22992 -0.99226 -3.58725  0.63
H 1.59152 0.41760 -2.40000  0.49
H 0.47914 1.20352 -3.48825  0.61
C -1.38737 2.83096 -1.68143  -1.53
H -1.69085 3.47757 -0.84935  0.40
H -2.16319 2.06663 -1.82688  0.39
H -1.30241 3.44475 -2.58900  0.45
C 1.47955 3.32009 -1.93727  -1.51
H 1.13574 3.72356 -2.90077  0.48
H 2.45006 2.82146 -2.07311  0.42
H 1.59217 4.13857 -1.21362  0.42
C -1.37301 -3.21977 -2.16846  -1.53
H -1.41006 -4.07332 -1.47260  0.36
H -0.97961 -3.54247 -3.14190  0.45
H -2.37349 -2.77563 -2.29298  0.38
C 1.36557 -2.59550 -2.12356  -1.53
H 2.10425 -1.79223 -2.25842  0.35
H 1.14181 -3.04923 -3.09642  0.47
H 1.76139 -3.34502 -1.42836  0.37
Ti 0.06839 -0.04072 2.80899  0.24
C 0.53448 1.86455 0.41760  0.41
C -0.77053 1.41097 1.04973  -1.34
C -1.56807 0.37146 0.31520  0.83
C -1.87990 -0.90427 1.12202  -1.60
C -0.65550 -1.69851 1.44977  -0.50
C 0.63324 -1.72440 0.80217  -0.35
C 1.50727 -0.56796 0.29170  1.18
C 1.61624 0.84428 0.92763  -1.74
C 0.96902 -1.39492 4.07546  -1.22
H 0.79953 2.87926 0.76874  0.57
H -1.36854 2.22777 1.47421  0.63
H -1.04244 0.03191 -0.59791  -1.27
H -2.50500 0.81552 -0.08317  0.54
H -2.43442 -0.62518 2.03337  0.51
H -2.59308 -1.53660 0.56970  0.55
H -0.87095 -2.64107 1.97081  0.38
H 1.26586 -2.57043 1.11941  0.39
H 1.25732 -0.36445 -0.77058  -1.49
H 2.54186 -0.95532 0.17412  0.46
H 1.66009 0.89096 2.08757  0.45
H 2.61640 1.23143 0.65227  0.47
H 1.83928 -0.85543 4.49972  0.31
H 1.29029 -2.32374 3.57822  0.27
H 0.25984 -1.59662 4.89443  0.28
C -0.90846 1.11547 4.16110  -1.27
H -1.34423 1.99319 3.66076  0.26
H -0.07970 1.42109 4.82550  0.31
H -1.65498 0.52819 4.72528  0.34

Forces on atoms 1 to 2 (eV/Å):
-0.5967 0.8252 -1.2112
1.0493 -1.1240 0.2630

For the strongest force on any atom, the calculation gives 0.0404 Eh/bohr. Its spin multiplicity is 3. The calculation puts the LUMO energy (spin up / spin down) at 0.06 / 0.04 eV. As for the energy above the lowest of the compared OMol25 structures with the same formula, charge and spin: 64.08 kcal/mol.